(1)
Below is C22H48Br2N4O6V as an isolated structure, with properties calculated with ωB97M-V/def2-TZVPD.

Element x y z (Å)
O (0.14562, 3.83156, 3.59279)
V (-0.95960, 2.81567, 3.02805)
C (-2.44357, -1.53030, 0.26816)
C (-3.70584, -1.23395, -0.60892)
N (-4.46444, 0.09844, -0.17726)
C (-5.71806, 0.29407, -1.03151)
C (-4.97126, 0.05227, 1.32239)
C (-5.71596, 1.30089, 1.79378)
C (-3.50797, 1.34278, -0.32993)
C (-2.52103, 1.38190, -1.56170)
O (-3.24838, 1.24054, -2.82809)
C (-2.49250, 1.80637, -3.90940)
H (-2.76256, -2.21654, 1.05266)
H (-1.96591, -0.62084, 0.63259)
H (-1.60839, -1.91071, -0.31994)
H (-4.34586, -2.11621, -0.61772)
H (-3.41351, -1.07430, -1.64679)
H (-5.45494, 0.20519, -2.08553)
H (-6.20132, 1.26859, -0.96180)
H (-6.43482, -0.52369, -0.95635)
H (-4.19336, -0.18739, 2.04733)
H (-5.77077, -0.68530, 1.39233)
H (-5.91302, 1.24479, 2.86435)
H (-6.63328, 1.30419, 1.20504)
H (-5.15185, 2.22906, 1.88530)
H (-2.89078, 1.43673, 0.56358)
H (-4.12365, 2.23155, -0.19165)
H (-1.75267, 0.61362, -1.47523)
H (-2.05195, 2.36002, -1.45525)
H (-1.67872, 1.08121, -3.91136)
H (-2.06362, 2.78888, -3.71235)
H (-3.11085, 1.56081, -4.77279)
C (0.92010, -0.09255, 0.66206)
C (0.43746, 1.07619, 1.52034)
O (-0.27335, 1.93578, 0.99517)
O (0.70294, 1.14349, 2.70559)
H (0.28276, -0.97117, 0.76177)
H (1.87720, -0.45212, 1.03989)
H (1.00164, 0.23114, -0.37557)
C (-0.00080, 4.75603, -4.12873)
O (0.07840, 4.22495, -5.28604)
N (0.36929, 4.25358, -2.95960)
C (0.01311, 5.03379, -1.69100)
C (1.00314, 2.95722, -2.71466)
H (-0.49052, 5.73087, -3.98016)
H (0.24517, 4.39203, -0.84107)
H (-0.98480, 5.47226, -1.69264)
H (0.70701, 5.86959, -1.60123)
H (2.01623, 3.09540, -2.33698)
H (0.39722, 2.34189, -2.04958)
H (1.13888, 2.36951, -3.62255)
C (3.79300, -1.16004, 6.48964)
O (2.64670, -0.74566, 6.68429)
N (4.31614, -1.61170, 5.23235)
C (5.73103, -1.91909, 5.01800)
C (3.52736, -1.87835, 4.01308)
H (4.63556, -1.27730, 7.18861)
H (6.02113, -1.38169, 4.11514)
H (5.98286, -2.97889, 5.05678)
H (6.18630, -1.36446, 5.83850)
H (2.45845, -1.79332, 4.20874)
H (3.78053, -1.19872, 3.19936)
H (3.74683, -2.89616, 3.69062)
C (0.25961, -5.08882, -3.32883)
C (0.71516, -4.74509, -1.94526)
C (1.54863, -3.46501, -1.77436)
C (0.98108, -2.19243, -2.37700)
N (0.43700, -1.29366, -2.81227)
H (1.14149, -5.28711, -3.93799)
H (-0.38373, -4.31996, -3.75669)
H (-0.36643, -5.98110, -3.32702)
H (1.32139, -5.55509, -1.53970)
H (-0.09418, -4.58104, -1.23383)
H (2.54839, -3.61161, -2.18312)
H (1.81716, -3.28129, -0.73405)
Br (4.12728, -2.24468, 0.37312)
C (5.77172, -1.21280, 0.35169)
C (5.67356, 0.20510, 0.89808)
Br (4.86265, 1.42891, -0.43540)
H (6.40929, -1.19611, -0.53225)
H (6.23925, -1.96266, 0.98983)
H (6.67465, 0.50116, 1.21155)
H (5.17388, 0.33086, 1.85861)

Atomic forces in eV per Å
-2.5 -1.1 -0.6
4.6 0.5 -0.4
-0.9 0.6 -0.5
1.0 0.9 0.3
-0.2 0.1 0.8
0.6 -0.5 -1.5
-0.2 0.3 -0.1
0.5 0.0 0.1
0.2 -0.5 -0.3
-2.3 -0.3 -0.3
-0.1 1.1 2.7
0.6 -2.5 0.6
0.6 0.2 0.2
-0.5 0.1 0.5
-0.4 -0.6 -0.3
-0.6 0.5 0.3
-0.1 0.3 0.1
0.6 0.3 0.1
0.3 -0.1 0.6
0.1 0.0 1.0
0.4 -0.2 -0.7
0.5 -0.6 -0.4
-0.6 -1.0 0.0
0.0 1.0 0.5
0.0 0.2 -1.2
0.3 -0.8 0.0
-0.4 -0.2 -0.9
0.1 -0.1 0.0
0.1 0.1 -0.2
0.8 0.4 -0.9
-0.7 0.3 -0.4
0.2 1.0 -0.2
0.6 0.4 0.4
1.0 -2.3 -0.9
-3.3 2.6 -1.4
-0.1 -0.2 3.1
-0.4 0.2 -0.1
0.1 0.3 -0.1
0.0 -0.3 0.0
-0.5 -1.2 -3.9
0.0 1.4 3.7
-0.4 -0.1 2.4
1.5 -0.3 -1.3
0.2 -0.1 -0.8
0.1 0.1 -0.3
-0.5 -0.1 0.0
-0.1 -0.5 -0.1
0.0 0.1 0.0
-0.1 0.0 0.4
0.1 0.2 0.3
-0.3 0.4 -0.3
-0.7 -0.3 -2.7
2.4 -1.1 -0.3
-1.5 -0.1 0.2
-0.9 1.6 1.5
-0.3 0.2 1.1
-0.5 0.4 0.6
0.3 -0.5 -0.2
0.0 0.1 -0.3
0.8 -0.4 0.0
0.1 0.1 0.1
0.1 0.1 0.1
0.0 -0.1 -0.1
-0.3 -0.1 -0.2
-0.1 0.8 1.3
0.8 0.8 -0.9
0.8 -2.8 1.3
-0.7 1.3 -0.5
-0.2 0.1 -0.3
0.3 0.2 -0.2
0.2 -0.2 0.1
0.0 0.0 0.1
-0.5 -0.5 -0.2
0.0 0.1 -0.5
-0.6 0.1 0.1
-0.5 0.3 -0.9
0.6 -0.2 1.0
0.1 -0.4 0.5
0.5 -0.6 0.8
-0.9 -0.3 -0.6
0.9 1.0 0.6
0.3 0.4 -0.9
-0.8 -0.3 -0.4

The net charge is +1. The spin multiplicity is 3. The calculation puts the HOMO energy (alpha / beta) at -10.797 / -10.797 eV.

Atomic partial charges in e from the Mulliken method, atoms 1 to 8: number 1, O, carries -0.597; number 2, V, carries 1.004; number 3, C, carries -0.375; number 4, C, carries -0.740; number 5, N, carries 0.318; number 6, C, carries -1.076; number 7, C, carries -0.486; number 8, C, carries -1.208

***

(2)
Below is a 4-piece molecular cluster, C22H48Cl2N6O2P overall, with properties calculated with ωB97M-V/def2-TZVPD.

Element x y z (Å)
O (7.09528, 0.93709, 5.03343)
C (7.37679, 0.27001, 4.00032)
N (7.50670, -0.56382, 2.94870)
N (6.35471, -1.38145, 2.98194)
C (5.05198, -1.07295, 2.40520)
N (4.23327, -2.23593, 2.77382)
Cl (2.57114, -2.39717, 2.38663)
C (4.98832, -3.23204, 3.55197)
Cl (4.44368, -4.83615, 4.25545)
C (6.44185, -2.65674, 3.70635)
P (7.84609, -3.51218, 4.64456)
O (8.27857, -4.76601, 3.81170)
H (4.76108, -0.12594, 1.82349)
H (7.39191, -3.91949, 5.96659)
H (8.96569, -2.61648, 4.89582)
C (2.56000, -5.43698, 0.35755)
C (1.95314, -6.18113, -0.82649)
N (0.59926, -6.67025, -0.58672)
C (0.13454, -7.60708, -1.61243)
C (-0.03669, -7.07358, -3.03227)
C (-0.38230, -5.67649, -0.16325)
C (-0.62779, -4.48339, -1.08657)
H (2.55055, -6.05533, 1.26037)
H (3.60089, -5.18061, 0.13979)
H (2.03316, -4.50263, 0.56843)
H (2.60653, -7.03714, -1.03050)
H (2.00071, -5.53383, -1.71008)
H (-0.81017, -8.05795, -1.28786)
H (0.84206, -8.44458, -1.64892)
H (-0.93339, -6.46023, -3.12730)
H (-0.15337, -7.91187, -3.72587)
H (0.82467, -6.49245, -3.36855)
H (-0.07756, -5.28902, 0.81641)
H (-1.34033, -6.17027, 0.03478)
H (0.29889, -4.05899, -1.48057)
H (-1.13735, -3.68935, -0.53167)
H (-1.27390, -4.74818, -1.92407)
C (0.97263, -0.75693, -0.87992)
C (-0.14575, 0.27795, -0.82580)
N (-0.30508, 1.04128, -2.05881)
C (-1.18462, 2.20269, -1.90813)
C (-2.65233, 1.94091, -1.58089)
C (-0.50473, 0.26522, -3.27944)
C (-1.70171, -0.68357, -3.32904)
H (1.92730, -0.29391, -1.14804)
H (1.09251, -1.22440, 0.10183)
H (0.75882, -1.55527, -1.59484)
H (0.10224, 0.96987, -0.01216)
H (-1.07596, -0.22490, -0.53603)
H (-1.12860, 2.81765, -2.81356)
H (-0.76988, 2.83887, -1.11615)
H (-3.20247, 1.58537, -2.45267)
H (-3.12871, 2.87502, -1.26682)
H (-2.77920, 1.22318, -0.76752)
H (0.40149, -0.32376, -3.46356)
H (-0.55795, 0.94304, -4.13885)
H (-1.82104, -1.25859, -2.40757)
H (-1.56627, -1.40167, -4.14336)
H (-2.63106, -0.14969, -3.52988)
C (-2.78570, 8.95206, 1.60730)
C (-4.01704, 8.30183, 0.98621)
N (-3.71552, 7.39839, -0.12070)
C (-4.90321, 6.99745, -0.87759)
C (-5.95720, 6.16524, -0.15173)
C (-2.76739, 6.32544, 0.15959)
C (-3.10999, 5.35229, 1.28720)
H (-2.19679, 9.48318, 0.85380)
H (-3.09298, 9.67907, 2.36378)
H (-2.14135, 8.22134, 2.10293)
H (-4.65061, 9.11537, 0.61441)
H (-4.58564, 7.79907, 1.77736)
H (-4.59119, 6.46202, -1.78184)
H (-5.38871, 7.90809, -1.24953)
H (-5.63734, 5.13017, -0.02560)
H (-6.87622, 6.14097, -0.74555)
H (-6.21465, 6.57593, 0.82683)
H (-1.79502, 6.77770, 0.38712)
H (-2.58358, 5.75133, -0.75613)
H (-3.49090, 5.85760, 2.17768)
H (-2.20988, 4.80561, 1.58540)
H (-3.84095, 4.60808, 0.96862)

Atomic forces in eV per Å
2.6 -4.7 -7.9
-2.5 1.6 4.1
-0.4 3.6 3.5
-3.3 -2.0 0.3
1.7 -3.7 2.5
3.1 0.6 0.7
1.1 0.2 0.2
3.4 2.1 0.0
0.7 3.3 -1.6
-5.9 0.7 -1.6
2.0 -4.4 -2.3
-1.4 3.8 2.3
0.4 -1.9 1.0
-0.2 0.9 -1.0
-1.3 0.0 -0.3
0.0 0.1 0.1
-0.1 0.0 0.1
-0.1 -0.3 0.0
0.2 -0.2 0.1
-0.2 0.0 -0.2
0.2 0.1 0.2
-0.2 0.2 -0.1
-0.1 0.0 -0.1
0.0 0.0 -0.1
0.0 -0.1 0.0
-0.3 0.0 -0.1
0.1 0.1 -0.1
0.1 0.2 0.1
0.1 0.2 0.1
0.1 0.0 0.0
0.0 0.1 0.1
0.0 0.0 0.0
0.1 -0.1 -0.1
0.2 -0.2 -0.1
0.0 -0.1 0.0
0.0 0.0 0.0
0.1 0.1 0.0
0.0 0.0 -0.2
0.0 0.0 -0.2
0.1 0.4 0.0
0.2 0.1 0.2
-0.3 0.1 -0.1
0.3 -0.3 0.0
-0.2 -0.1 -0.2
-0.1 0.0 -0.1
-0.1 0.0 0.0
0.1 0.1 0.1
-0.2 0.2 -0.2
-0.1 -0.1 0.1
0.1 -0.2 0.0
0.1 -0.2 0.0
0.0 -0.1 0.1
0.0 -0.1 0.0
0.0 0.0 -0.1
0.0 0.1 0.1
0.0 0.1 0.3
0.0 0.0 0.0
0.0 0.0 0.1
0.0 -0.1 0.1
0.1 -0.1 0.0
0.2 0.0 0.0
-0.1 -0.1 -0.4
0.0 0.3 -0.1
-0.2 -0.2 -0.1
0.3 0.2 0.1
0.0 -0.3 0.1
-0.1 -0.1 0.0
0.0 -0.1 -0.1
0.0 0.1 0.0
0.0 -0.3 -0.2
-0.1 0.0 0.1
0.2 0.0 0.2
0.1 0.0 0.2
0.0 0.0 0.1
0.1 0.0 0.0
0.0 0.0 0.0
-0.1 0.1 0.0
-0.2 0.2 0.0
0.0 0.0 -0.1
0.0 0.0 0.0
0.0 0.1 0.1

The net charge is +1. The calculation puts the HOMO energy at -9.289 eV.

Atomic partial charges in e from the Mulliken method, atoms 1 to 8: number 1, O, carries -0.344; number 2, C, carries 0.848; number 3, N, carries -1.102; number 4, N, carries 0.589; number 5, C, carries 0.027; number 6, N, carries 0.046; number 7, Cl, carries 0.111; number 8, C, carries 0.179

***

(3)
Below is C22H48F2N4O7S2Sr as an isolated structure, with properties calculated with ωB97M-V/def2-TZVPD.

Element x y z (Å)
Sr (3.67835, 0.96929, 3.47978)
N (1.22051, -0.37199, 2.33833)
O (0.46272, -1.23648, 2.12705)
O (1.18917, 0.24533, 3.34799)
O (2.01902, -0.02627, 1.52189)
C (1.88878, 1.28361, -3.50765)
C (0.62034, 0.44456, -3.34391)
C (0.89919, -1.07594, -3.12844)
C (1.83217, -1.35135, -1.85839)
N (1.94783, -2.89421, -1.62845)
C (0.61060, -3.50931, -1.23789)
C (0.98155, -4.78902, -0.47778)
C (2.04114, -4.25694, 0.52035)
C (2.71997, -3.09951, -0.21096)
C (2.69208, -3.61464, -2.75837)
C (4.03213, -3.04328, -3.10201)
C (4.50801, -3.83647, -4.25795)
H (2.56849, 0.89762, -4.26733)
H (2.54198, 1.18631, -2.64049)
H (1.71064, 2.30204, -3.85287)
H (-0.08748, 0.54906, -4.16621)
H (0.00113, 0.77194, -2.50874)
H (1.29853, -1.59839, -3.99773)
H (-0.03624, -1.61682, -2.98525)
H (1.35926, -0.93400, -0.96942)
H (2.83969, -0.93628, -1.88540)
H (0.03983, -3.67060, -2.15239)
H (0.10977, -2.74857, -0.63911)
H (1.36472, -5.47229, -1.23568)
H (0.19487, -5.32589, 0.05231)
H (2.69230, -4.99047, 0.99577)
H (1.48086, -3.85348, 1.36380)
H (3.72841, -3.43789, -0.44896)
H (2.79180, -2.13191, 0.28573)
H (2.10729, -3.70983, -3.67328)
H (2.83383, -4.64865, -2.44399)
H (4.67579, -3.10304, -2.22438)
H (3.94771, -2.01780, -3.46168)
H (4.08866, -3.39306, -5.16108)
H (4.44127, -4.92058, -4.16656)
H (5.56665, -3.57692, -4.25373)
C (-3.53428, -0.43283, -2.79749)
C (-3.02413, -0.62902, -1.35401)
C (-2.62338, 0.68372, -0.67168)
C (-2.14911, 0.51754, 0.78286)
N (-3.05041, 1.17494, 1.87208)
C (-2.31003, 0.98406, 3.23229)
C (-3.34885, 0.91894, 4.27207)
C (-4.71631, 0.60924, 3.64899)
C (-4.32307, 0.34396, 2.15678)
C (-3.54053, 2.60324, 1.61376)
C (-2.51628, 3.48455, 0.96458)
C (-2.85878, 4.98277, 0.99673)
H (-3.04284, 0.43716, -3.23304)
H (-4.59189, -0.17898, -2.86905)
H (-3.16199, -1.13070, -3.54747)
H (-2.13927, -1.25401, -1.47447)
H (-3.65895, -1.29830, -0.77335)
H (-3.58565, 1.19481, -0.70208)
H (-1.91500, 1.19275, -1.32527)
H (-1.24880, 1.10552, 0.96125)
H (-1.83611, -0.43095, 1.21932)
H (-1.60335, 1.81172, 3.29308)
H (-1.86913, -0.01263, 3.21467)
H (-3.46234, 1.86637, 4.79894)
H (-3.06104, 0.14655, 4.98529)
H (-5.48776, 1.37167, 3.75703)
H (-5.11115, -0.34919, 3.98607)
H (-5.22490, 0.57705, 1.59067)
H (-4.06131, -0.69572, 1.96017)
H (-4.02105, 3.01873, 2.49952)
H (-4.31811, 2.39442, 0.87900)
H (-2.34720, 3.25009, -0.08639)
H (-1.55222, 3.21456, 1.39563)
H (-2.11409, 5.49137, 0.38447)
H (-2.89792, 5.50119, 1.95475)
H (-3.86615, 5.22553, 0.65855)
N (3.44632, 3.33645, 3.12542)
S (4.25330, 4.52837, 2.61366)
O (5.15519, 5.06809, 3.61800)
O (3.64406, 5.51090, 1.67465)
F (5.25215, 3.69547, 1.57609)
S (2.09086, 4.22133, 3.70240)
O (1.00087, 4.40634, 2.75842)
O (2.30899, 5.12281, 4.82224)
F (1.41843, 2.96259, 4.47810)

Atomic forces in eV per Å
-1.2 0.0 -0.4
-1.1 -0.5 -0.8
-3.3 -4.0 -1.1
0.4 3.1 6.3
5.1 1.3 -4.1
0.3 -0.6 -0.5
0.1 -0.9 0.0
0.9 0.1 1.0
-1.4 -1.0 -1.2
0.7 0.8 2.1
0.0 -0.2 -0.7
0.5 0.4 -0.1
-1.3 0.5 0.2
0.9 -0.8 -1.5
-0.7 -0.2 0.8
-1.2 0.3 0.9
2.0 0.4 -0.5
-0.3 -0.4 -0.5
-0.3 0.7 0.4
-0.1 0.1 0.7
0.3 0.0 -0.4
0.3 0.2 0.4
0.5 0.5 -0.2
-0.2 0.2 0.4
-0.1 -0.2 0.1
-0.1 -0.2 -0.4
0.0 -0.1 0.1
0.0 -0.2 0.2
0.2 -0.2 0.3
-0.3 0.4 -0.2
0.3 0.0 -0.7
-0.2 0.1 0.0
0.0 0.4 -0.3
-0.5 -0.1 0.0
-0.6 0.5 0.2
0.0 0.1 0.3
0.3 0.2 -0.2
0.1 0.2 0.4
-0.1 -0.7 -0.2
-0.3 0.1 -0.2
0.3 -0.4 -0.7
0.5 1.2 0.0
1.1 -1.2 -1.1
-1.4 -1.5 0.3
0.3 2.3 0.8
-1.2 -1.6 0.9
-0.1 0.3 -1.9
-1.4 0.9 2.0
1.1 -1.3 -1.5
-0.5 0.2 0.6
-0.2 -1.0 -1.4
0.6 0.5 0.2
0.1 0.3 0.3
0.1 0.6 0.3
0.0 -0.6 -0.1
-0.7 -0.9 0.5
0.5 0.0 0.2
-0.4 0.5 0.2
0.3 0.8 0.2
0.0 0.2 0.4
0.3 0.1 -0.5
-0.7 -0.5 -0.6
0.2 -0.3 0.2
0.6 0.4 -0.5
0.3 -0.1 0.3
-0.1 0.2 0.2
0.3 0.0 0.0
-0.2 0.2 0.3
0.6 0.3 -0.8
0.1 0.0 0.2
0.4 -0.2 0.2
-0.3 0.5 0.2
-0.5 -0.3 -0.1
0.3 0.8 0.4
-0.3 0.2 0.0
0.6 -0.5 0.4
0.0 -0.4 -0.7
-3.9 -0.1 1.3
6.4 6.5 -4.1
-1.5 -1.3 -1.3
0.4 -3.1 2.8
-1.0 0.0 1.2
-4.8 -0.3 2.3
2.6 0.3 0.5
0.6 -1.3 -2.8
1.2 -0.8 0.1

The net charge is +2. The calculation puts the energy above the lowest of the compared OMol25 structures with the same formula, charge and spin at 0.074 eV. The calculation puts the HOMO energy at -14.781 eV.

Atomic partial charges in e from the Mulliken method, atoms 1 to 8: number 1, Sr, carries 2.050; number 2, N, carries 1.661; number 3, O, carries -0.685; number 4, O, carries -0.960; number 5, O, carries -0.848; number 6, C, carries -1.329; number 7, C, carries -0.075; number 8, C, carries -0.662